[1]
29
Properties=species:S:1:pos:R:3:forces:R:3:mulliken_charge:R:1 method="wB97M-V/def2-TZVPD" energy_ha=-2129.813691 charge=-5 gap_ev=7.003 relative_energy_kcal_mol=18.7 lumo_ha=0.42974
Cd -0.022 0.027 0.074 0.352 0.343 -0.128 2.061
N 1.565 -1.090 2.810 -0.202 0.792 -2.525 0.717
O 0.680 -0.628 2.023 0.450 -0.107 1.845 -0.426
O 2.180 -2.097 2.426 0.212 0.012 1.397 -0.600
O 1.827 -0.443 3.839 0.224 -0.712 0.538 -0.684
N -2.027 0.719 -2.616 0.460 1.671 2.014 0.678
O -1.536 0.848 -3.736 -0.546 -0.567 -0.707 -0.608
O -1.264 0.425 -1.645 -1.082 -0.179 -1.429 -0.437
O -3.215 1.053 -2.353 0.406 -0.645 -0.741 -0.666
N 1.025 -3.086 -0.869 -1.670 2.695 0.842 0.746
O 0.480 -1.968 -0.505 1.584 -2.472 -0.324 -0.463
O 1.993 -3.557 -0.257 -0.380 -0.143 -0.744 -0.637
O 0.451 -3.615 -1.826 0.714 -1.494 -0.575 -0.680
N -2.045 1.529 2.381 -0.476 -0.004 0.274 0.787
O -2.081 0.840 3.421 0.048 0.305 -0.368 -0.668
O -1.254 1.279 1.461 -0.169 0.535 0.121 -0.396
O -2.826 2.511 2.248 0.067 -0.053 0.277 -0.720
N 2.200 0.659 -2.672 -0.643 -1.016 1.263 0.827
O 3.306 0.138 -3.022 -0.406 0.964 -1.101 -0.743
O 1.450 1.338 -3.401 1.412 -0.312 -0.195 -0.628
O 1.844 0.388 -1.500 0.027 0.233 -0.172 -0.412
N 2.219 3.452 -0.078 -0.453 -0.166 1.244 0.832
O 1.605 4.386 -0.649 -0.436 -0.404 -0.220 -0.704
O 1.652 2.419 0.354 0.324 1.299 -0.701 -0.477
O 3.435 3.636 0.169 0.739 -0.177 -0.039 -0.704
N -2.867 -2.284 0.969 -1.668 -0.297 0.434 0.743
O -2.499 -3.353 1.534 1.072 0.716 -0.318 -0.716
O -2.158 -1.318 0.680 0.189 -1.005 0.345 -0.318
O -4.114 -2.207 0.741 -0.150 0.189 -0.307 -0.705

=====

[2]
15
Properties=species:S:1:pos:R:3:forces:R:3:mulliken_charge:R:1 method="wB97M-V/def2-TZVPD" energy_ha=-1812.739874 charge=+2 gap_ev=1.828 relative_energy_kcal_mol=380.2 lumo_ha=-0.36561
Sr -9.044 -9.614 -23.513 -0.560 -2.145 -0.533 1.896
Sr -8.962 -14.759 -26.808 0.055 1.167 1.129 1.911
Sr -3.341 -10.757 -25.790 -0.745 -1.334 -0.512 1.929
F -11.017 -12.575 -25.086 1.505 0.098 -0.487 -0.877
F -6.863 -11.979 -25.462 0.342 1.120 0.136 -0.938
Cl -4.395 -14.296 -30.074 -2.351 -7.407 2.077 1.527
O -4.467 -13.877 -31.417 0.453 1.595 -0.176 -0.517
O -3.450 -13.726 -29.183 3.089 1.978 -0.103 -0.635
O -5.604 -14.143 -29.299 -3.009 1.981 -0.093 -0.706
O -4.290 -15.798 -30.044 1.339 2.347 -0.780 -0.628
Cl -6.995 -14.825 -21.408 -2.874 -4.615 -0.306 1.638
O -5.885 -14.226 -20.872 3.070 4.474 1.566 -0.615
O -6.728 -15.303 -22.696 0.726 1.009 -5.427 -0.684
O -7.081 -16.083 -20.743 -2.316 -0.319 2.622 -0.623
O -8.231 -14.011 -21.484 1.276 0.050 0.886 -0.676

=====

[3]
5
Properties=species:S:1:pos:R:3:forces:R:3:mulliken_charge:R:1 method="wB97M-V/def2-TZVPD" energy_ha=-1310.420354 charge=0 gap_ev=9.598 relative_energy_kcal_mol=50.7 lumo_ha=-0.02614
F 1.739 1.085 1.030 0.195 -0.400 -1.018 -0.221
Si 1.991 0.290 -0.395 -0.312 0.117 1.229 0.421
Cl -2.670 -0.477 -0.427 -0.017 -1.657 0.079 -0.225
Cl 1.565 -1.651 0.285 0.097 0.269 -0.211 -0.200
H -2.624 0.754 -0.493 0.036 1.671 -0.078 0.225

=====

[4]
13
Properties=species:S:1:pos:R:3:forces:R:3:mulliken_charge:R:1 method="wB97M-V/def2-TZVPD" energy_ha=-3381.077367 charge=-2 gap_ev="7.639 / 7.612" multiplicity=5 relative_energy_kcal_mol=10.2 lumo_ha="0.17206 / 0.17178"
Fe -1.314 -0.474 0.849 0.505 0.551 -0.168 0.535
I -2.584 1.397 2.344 0.108 -0.341 -0.277 -0.505
I -1.091 -2.968 1.674 -0.133 0.112 -0.053 -0.470
Cl 2.319 0.602 1.077 0.560 0.847 0.596 1.705
O 0.926 0.220 1.127 -1.162 -0.383 0.030 -0.491
O 3.131 -0.574 1.038 0.205 -0.450 -0.119 -0.672
O 2.545 1.413 -0.084 0.039 0.040 -0.161 -0.666
O 2.633 1.361 2.275 -0.201 -0.231 -0.383 -0.683
Cl -1.284 -0.214 -2.097 -1.109 1.962 -0.053 1.849
O -0.046 -0.873 -2.284 0.414 -0.445 -0.930 -0.567
O -2.201 -1.077 -1.383 -0.322 -0.911 0.966 -0.700
O -1.077 0.944 -1.239 0.128 -0.083 0.520 -0.643
O -1.958 0.242 -3.298 0.968 -0.669 0.031 -0.692

=====

[5]
6
Properties=species:S:1:pos:R:3:forces:R:3:mulliken_charge:R:1 method="wB97M-V/def2-TZVPD" energy_ha=-1286.303748 charge=0 smiles=ClO[SiH2]Cl gap_ev=9.782 relative_energy_kcal_mol=96.3 lumo_ha=-0.05078
Cl -0.839 0.546 -3.164 -0.425 -1.270 2.634 0.041
O -1.330 -0.354 -1.641 0.268 1.139 -3.910 -0.203
Si -0.521 -0.392 -0.224 1.332 1.413 0.318 0.546
Cl -1.833 -1.609 0.583 -0.851 -1.309 1.210 -0.173
H -0.530 0.899 0.413 -0.295 0.671 0.277 -0.113
H 0.898 -0.740 -0.067 -0.029 -0.645 -0.528 -0.098

=====

[6]
5
Properties=species:S:1:pos:R:3:forces:R:3:mulliken_charge:R:1 method="wB97M-V/def2-TZVPD" energy_ha=-1211.047799 charge=0 gap_ev=8.188 relative_energy_kcal_mol=69.4 lumo_ha=-0.03095
Si -1.309 0.151 1.683 -1.258 1.443 0.460 0.246
Cl -0.519 -0.306 3.519 0.140 0.013 0.781 -0.194
Cl 0.667 0.594 -2.719 0.956 -0.190 -0.837 -0.250
H 1.655 0.397 -3.579 -0.963 0.191 0.848 0.252
H -0.495 -0.835 1.096 1.125 -1.456 -1.251 -0.054

=====

[7]
8
Properties=species:S:1:pos:R:3:forces:R:3:mulliken_charge:R:1 method="wB97M-V/def2-TZVPD" energy_ha=-1373.092395 charge=0 smiles="N=P(N)(Cl)Cl" gap_ev=10.129 relative_energy_kcal_mol=12.1 lumo_ha=0.01754
N -1.416 -0.519 -0.723 -1.148 3.496 -2.085 -0.636
P -0.195 0.269 -0.110 -1.978 -1.527 0.443 0.811
N 0.863 -0.762 0.593 0.546 0.252 -0.464 -0.503
Cl 0.992 1.561 -1.119 -0.172 0.242 -0.219 -0.216
Cl -0.620 1.315 1.590 -0.241 0.832 -0.149 -0.217
H -2.158 0.161 -1.340 2.849 -2.482 2.402 0.261
H 1.758 -0.271 0.722 -0.357 -1.300 0.091 0.235
H 0.776 -1.755 0.387 0.501 0.486 -0.020 0.265

=====

[8]
8
Properties=species:S:1:pos:R:3:forces:R:3:mulliken_charge:R:1 method="wB97M-V/def2-TZVPD" energy_ha=-1372.987164 charge=0 gap_ev="7.380 / 8.414" relative_energy_kcal_mol=78.2 lumo_ha="-0.02514 / 0.02296"
N 1.084 0.963 1.089 -0.496 -0.506 -0.002 -0.261
N -0.142 0.534 0.731 -0.063 0.241 0.432 -0.394
P -1.430 -1.697 -0.532 0.408 -0.452 0.530 0.307
Cl 0.220 -1.883 -1.712 0.434 -0.196 -0.131 -0.180
Cl -2.531 -0.556 -1.755 -0.620 0.597 -0.367 -0.168
H 1.389 0.518 1.947 0.174 0.228 -0.348 0.238
H 1.798 1.199 0.407 -0.138 -0.122 0.059 0.225
H -0.389 0.921 -0.176 0.302 0.210 -0.173 0.234

=====

[9]
8
Properties=species:S:1:pos:R:3:forces:R:3:mulliken_charge:R:1 method="wB97M-V/def2-TZVPD" energy_ha=-1086.308662 charge=0 gap_ev="8.828 / 8.826" relative_energy_kcal_mol=13.5 lumo_ha="-0.01746 / -0.01761"
N 0.579 0.867 -0.038 -1.020 -0.392 0.895 -0.718
N 0.788 -0.394 0.046 -0.929 2.150 -1.766 0.580
N -0.327 -1.041 -0.072 1.140 -0.146 0.428 -0.295
Cl -0.133 -2.640 0.331 0.218 -1.649 0.350 -0.112
Cl -2.599 1.491 -0.055 -0.860 0.306 -0.056 -0.302
H -1.428 1.053 0.174 0.665 -0.116 -0.024 0.365
H 1.340 1.397 -0.350 1.899 0.509 -0.226 0.184
H 1.780 -0.733 -0.036 -1.113 -0.662 0.398 0.298

=====

[10]
8
Properties=species:S:1:pos:R:3:forces:R:3:mulliken_charge:R:1 method="wB97M-V/def2-TZVPD" energy_ha=-1659.611983 charge=0 smiles="[H]/N=P/[H].ClPCl" gap_ev=8.734 relative_energy_kcal_mol=39.2 lumo_ha=-0.01120
H -3.009 -1.007 0.424 -0.994 -1.288 0.987 0.231
N -2.332 -0.346 0.185 1.034 1.339 -1.024 -0.408
P -1.134 0.097 1.070 0.015 0.285 -0.637 0.143
H -0.580 1.041 0.089 -0.081 -0.337 0.646 0.042
Cl 3.175 -1.480 0.457 1.313 -2.302 1.570 -0.138
P 2.371 -0.210 -0.748 -3.519 0.462 -0.619 0.238
Cl 2.420 1.391 0.468 -0.041 1.193 0.398 -0.181
H 3.439 0.099 -1.451 2.273 0.648 -1.322 0.072

=====

[11]
6
Properties=species:S:1:pos:R:3:forces:R:3:mulliken_charge:R:1 method="wB97M-V/def2-TZVPD" energy_ha=-1449.040316 charge=0 gap_ev="9.208 / 9.095" multiplicity=3 relative_energy_kcal_mol=0.0 lumo_ha="0.00097 / -0.05948"
N 1.565 -0.172 0.255 -0.787 0.290 1.074 -0.269
O -1.846 1.895 -0.946 0.131 -0.119 -0.137 -0.362
S -1.409 0.499 -0.919 -0.325 0.211 0.228 0.495
Cl 2.668 -1.244 -0.228 1.452 -1.073 -1.159 0.020
Cl -2.408 -0.419 0.639 0.151 -0.051 -0.126 -0.149
H 1.430 -0.558 1.199 -0.621 0.743 0.121 0.265

=====

[12]
17
Properties=species:S:1:pos:R:3:forces:R:3:mulliken_charge:R:1 method="wB97M-V/def2-TZVPD" energy_ha=-2671.662098 charge=-4 gap_ev="3.595 / 3.422" multiplicity=2 lumo_ha="0.31795 / 0.30973"
Hg -2.206 0.029 1.245 0.631 -0.507 -0.153 0.406
S -0.246 -2.018 -0.945 2.391 2.581 6.087 0.929
O 0.574 -0.931 -1.325 2.510 2.028 -1.280 -0.609
O -1.496 -1.326 -0.342 -0.758 -1.653 0.728 -0.696
O -0.680 -2.758 -2.016 -3.184 -4.596 -6.160 -0.686
O 0.531 -2.904 -0.017 -1.267 -0.034 0.449 -0.766
I -4.572 0.841 -0.292 -0.878 0.241 -0.087 -0.780
Cl 1.969 -0.292 2.037 -4.818 9.021 0.859 1.506
O 2.274 0.854 1.236 0.561 0.010 -2.814 -0.667
O 2.283 0.294 3.310 1.229 -1.237 4.177 -0.807
O 0.536 -0.455 2.053 0.267 -1.692 -0.220 -0.417
O 2.729 -1.355 1.729 3.294 -5.890 -1.166 -0.536
Cl -0.287 2.054 -1.331 0.877 -1.717 2.005 1.466
O 1.220 2.131 -1.549 -3.392 0.955 0.611 -0.629
O -0.982 3.326 -1.148 1.542 1.392 0.385 -0.696
O -0.952 1.387 -2.324 -1.084 -0.568 -7.710 -0.609
O -0.694 1.123 -0.319 2.076 1.665 4.290 -0.408

=====

[13]
19
Properties=species:S:1:pos:R:3:forces:R:3:mulliken_charge:R:1 method="wB97M-V/def2-TZVPD" energy_ha=-4330.857912 charge=-5 gap_ev="2.372 / 2.366" multiplicity=6 lumo_ha="0.33013 / 0.33008"
Na -6.137 -16.660 0.516 0.550 -0.502 -0.144 0.796
Mn -5.076 -14.354 1.962 1.257 0.230 1.052 1.185
S -8.117 -16.154 2.430 2.077 -2.334 -0.931 1.056
O -7.604 -17.559 2.608 -0.863 0.177 0.887 -0.784
O -8.950 -15.681 3.548 0.119 0.177 -0.292 -0.717
O -6.828 -15.392 2.213 -1.402 0.880 1.015 -0.431
O -8.792 -16.173 1.118 -1.243 0.775 -0.258 -0.735
S -5.111 -14.761 -1.458 0.100 -0.107 -1.994 1.128
O -5.991 -13.904 -2.322 0.035 0.089 0.754 -0.794
O -5.372 -14.534 0.002 -0.312 1.122 -0.555 -0.611
O -5.492 -16.180 -1.675 -0.238 -0.439 -0.141 -0.878
O -3.712 -14.518 -1.813 -0.190 0.153 0.185 -0.707
S -2.838 -16.961 1.458 0.668 0.085 -0.083 1.033
O -1.832 -16.259 0.648 -0.151 -0.097 0.330 -0.710
O -3.940 -16.032 1.924 0.038 -0.138 0.040 -0.407
O -3.486 -18.019 0.660 -0.598 -0.673 -0.319 -0.779
O -2.222 -17.553 2.670 0.244 -0.234 0.395 -0.789
Cl -5.405 -13.051 4.160 -0.269 0.243 0.039 -0.834
Cl -2.311 -12.952 2.316 0.177 0.595 0.019 -1.021

=====

[14]
5
Properties=species:S:1:pos:R:3:forces:R:3:mulliken_charge:R:1 method="wB97M-V/def2-TZVPD" energy_ha=-1412.351199 charge=-1 gap_ev=6.130 relative_energy_kcal_mol=42.5 lumo_ha=0.06245
O 1.115 1.064 0.943 -0.853 0.842 -0.703 -0.478
O 1.355 -1.382 0.395 -0.480 -0.653 -1.198 -0.494
P 0.550 -0.164 0.395 0.082 -0.315 1.908 0.914
Cl -1.609 0.999 -2.454 0.426 -0.187 0.329 -0.874
Cl -1.411 -0.518 0.722 0.826 0.313 -0.337 -0.068

=====

[15]
7
Properties=species:S:1:pos:R:3:forces:R:3:mulliken_charge:R:1 method="wB97M-V/def2-TZVPD" energy_ha=-1942.374143 charge=0 gap_ev="9.469 / 5.089" relative_energy_kcal_mol=48.2 lumo_ha="-0.05365 / -0.15269"
O -2.591 -0.265 -0.154 -1.133 0.017 -0.175 -0.361
O -0.700 -0.373 1.379 -0.501 -0.394 1.410 -0.359
O 2.472 2.640 -0.774 -0.034 2.801 -0.541 -0.340
S -1.740 -1.056 0.669 1.328 0.188 -1.357 0.794
S 2.785 1.252 -0.811 -0.385 -2.401 0.953 0.454
Cl -0.570 -2.186 -0.756 -0.465 -0.148 0.424 -0.129
Cl 1.495 0.507 0.652 1.189 -0.063 -0.714 -0.059

=====

[16]
7
Properties=species:S:1:pos:R:3:forces:R:3:mulliken_charge:R:1 method="wB97M-V/def2-TZVPD" energy_ha=-1942.359113 charge=0 gap_ev="9.647 / 4.525" relative_energy_kcal_mol=57.6 lumo_ha="-0.05465 / -0.17242"
O -1.547 1.599 -1.561 1.143 1.844 1.443 -0.348
O 0.695 1.570 -0.474 -2.472 2.641 -0.061 -0.366
O 1.991 -3.285 0.378 3.659 -1.055 -0.190 -0.314
S -0.668 2.226 -0.553 0.726 -4.552 -0.748 0.788
S 0.656 -2.854 0.449 -3.807 1.707 0.147 0.411
Cl -1.658 1.499 1.375 0.452 0.855 -0.807 -0.132
Cl 0.530 -0.756 0.387 0.298 -1.440 0.215 -0.038

=====

[17]
3
Properties=species:S:1:pos:R:3:forces:R:3:mulliken_charge:R:1 method="wB97M-V/def2-TZVPD" energy_ha=-1318.440052 charge=0 gap_ev="6.404 / 6.404" relative_energy_kcal_mol=71.0 lumo_ha="-0.11545 / -0.11552"
S 1.324 1.198 -0.008 2.151 5.086 -0.038 -0.006
Cl -1.794 -0.848 0.005 0.484 0.554 -0.004 -0.268
Cl 0.470 -0.350 0.003 -2.634 -5.640 0.042 0.274

=====

[18]
7
Properties=species:S:1:pos:R:3:forces:R:3:mulliken_charge:R:1 method="wB97M-V/def2-TZVPD" energy_ha=-1464.738243 charge=-2 gap_ev=7.190 relative_energy_kcal_mol=0.0 lumo_ha=0.21201
Li -0.897 -0.491 -0.466 0.098 -0.097 0.225 0.713
Cl -0.764 0.371 -2.716 -0.033 -0.052 0.006 -0.933
Cl -1.995 0.930 1.342 0.185 0.113 -0.103 -0.912
Cl -0.587 -2.922 0.364 0.007 0.095 -0.149 -0.940
O 1.225 0.442 0.294 -0.027 -0.024 -0.167 -0.423
H 2.157 0.425 0.505 0.090 -0.056 0.052 0.210
H 0.861 1.245 0.678 -0.320 0.020 0.135 0.284

=====

[19]
7
Properties=species:S:1:pos:R:3:forces:R:3:mulliken_charge:R:1 method="wB97M-V/def2-TZVPD" energy_ha=-1947.489643 charge=0 gap_ev="8.662 / 6.951" relative_energy_kcal_mol=91.1 lumo_ha="-0.08612 / -0.09917"
O -0.400 1.409 1.606 0.270 1.348 1.483 -0.443
O 1.899 -0.818 -0.457 0.310 0.828 0.041 -0.223
O -1.019 -0.780 0.673 -0.382 -1.397 -0.145 -0.215
P -0.405 0.684 0.366 0.595 -2.006 -0.706 0.822
Cl 3.224 0.085 -0.579 -0.610 -0.508 0.046 0.159
Cl -1.708 -1.794 -0.524 0.579 0.493 0.670 0.057
Cl -1.590 1.214 -1.084 -0.763 1.243 -1.389 -0.157

=====

[20]
37
Properties=species:S:1:pos:R:3:forces:R:3:mulliken_charge:R:1 method="wB97M-V/def2-TZVPD" energy_ha=-7002.688996 charge=-1 gap_ev="5.488 / 6.654" multiplicity=7 lumo_ha="-0.05374 / -0.01124"
Pb -1.880 -2.008 -2.941 -2.629 -1.857 1.466 1.386
Pb 1.115 -1.185 0.588 -3.624 0.232 2.398 1.471
Pb -3.369 -1.408 0.946 -2.959 -2.209 -3.209 1.432
Pb -0.709 3.821 1.401 -1.285 -0.398 1.458 1.444
Cr -3.433 2.002 0.138 -1.207 -2.310 -1.547 1.381
Cr -0.550 1.531 -1.965 -6.832 -5.610 7.945 1.326
F -0.856 2.670 -0.456 -0.080 0.816 -1.341 -0.330
F -1.070 2.545 -3.028 -1.383 4.151 -5.014 -0.423
F -3.053 3.721 0.633 0.573 1.463 0.600 -0.858
F -0.425 0.527 0.010 -0.153 0.393 -1.472 0.028
F -4.542 0.384 0.101 0.765 0.980 1.018 -0.744
F -3.075 1.674 -1.743 1.043 0.251 0.763 -0.737
F -1.663 -2.546 -0.585 -0.355 0.773 -0.759 -0.737
F -1.103 -0.237 -2.200 1.104 2.793 -0.088 -0.476
F 0.989 1.534 -1.869 7.464 0.266 -0.393 -0.441
F 1.073 -0.904 2.900 0.288 -0.191 -1.802 -0.824
F -4.354 -1.655 -1.332 1.358 -0.464 0.271 -0.832
Cl 1.509 -2.687 -3.331 -0.973 1.833 0.646 1.715
O 1.798 -2.518 -4.725 0.138 -1.032 0.558 -0.621
O 0.030 -3.006 -3.201 0.742 -1.200 -0.729 -0.712
O 2.208 -3.649 -2.588 0.499 -1.098 -0.828 -0.542
O 1.616 -1.427 -2.671 0.309 1.186 0.208 -0.630
Cl -1.790 0.186 3.103 0.783 2.567 -3.599 1.480
O -1.204 -0.288 4.289 -1.474 -0.193 -0.094 -0.474
O -3.258 0.602 3.074 2.314 -1.725 0.660 -0.694
O -1.067 1.352 2.589 -0.444 0.316 1.029 -0.504
O -1.576 -0.780 1.917 0.792 0.756 3.090 -0.554
Cl 3.600 -2.732 0.631 3.531 -4.283 -0.371 1.871
O 4.287 -3.342 -0.464 0.687 -0.123 0.441 -0.659
O 2.486 -3.605 0.938 -0.501 1.127 0.745 -0.720
O 4.439 -2.430 1.742 -0.312 -0.704 0.247 -0.621
O 3.165 -1.481 0.127 0.360 3.440 -1.458 -0.640
Cl 2.164 3.046 1.581 4.773 -4.170 4.322 1.689
O 1.376 3.015 2.867 1.134 0.121 -1.522 -0.687
O 1.444 3.956 0.806 -1.967 3.200 -4.411 -0.678
O 3.521 3.629 1.706 -2.685 -1.691 0.176 -0.643
O 2.157 1.693 1.009 0.210 2.596 0.597 -0.440